(1)
Molecular formula: C4H56BO36
Method: DFT, ωB97M-V/def2-TZVPD

```
97
Properties=species:S:1:pos:R:3:forces:R:3
O -0.4480 0.5673 -2.8354 0.5 0.0 -1.8
C -0.1580 0.6263 -1.6814 -0.9 -1.1 -1.7
O -0.9540 0.2193 -0.7744 -0.9 -0.6 2.6
B -0.2180 0.2313 0.5136 -0.5 0.5 -0.7
O 1.0830 0.8013 0.1136 0.1 -0.8 5.1
C 1.1370 0.9403 -1.1014 3.8 2.5 -5.3
O 2.1230 1.3233 -1.7494 -1.6 -1.2 1.2
O -0.0780 -1.0977 1.1426 3.3 0.5 -6.0
C -0.6160 -1.0117 2.2346 -3.5 -5.5 3.5
O -1.0530 -1.9927 2.8026 0.8 0.5 0.9
C -1.0460 0.2833 2.5016 -1.4 4.1 5.4
O -0.8670 1.0433 1.5196 1.0 1.4 -3.9
O -1.4150 0.7293 3.5596 -0.4 -0.9 0.3
O -4.0730 -0.9457 3.3166 -0.9 0.7 -0.1
H -3.6060 -1.3567 4.0286 0.5 -0.5 0.5
H -3.6600 -1.2297 2.5076 0.2 -0.2 -0.5
O -1.3530 -1.5197 -4.7834 -0.6 -1.0 0.7
H -1.8910 -1.8227 -4.0074 0.4 0.4 -0.7
H -0.4500 -1.5307 -4.4714 0.3 0.1 0.0
O 1.2770 1.3463 -5.0464 0.1 -1.2 -1.3
H 1.3240 0.8683 -5.9064 -0.2 0.7 0.6
H 0.7890 0.7043 -4.5084 -0.3 0.5 0.4
O 3.7090 1.1153 -4.2184 -0.5 0.5 1.0
H 4.1800 1.0063 -5.0184 1.0 -0.3 -1.2
H 2.7910 1.3293 -4.5274 -0.1 0.0 0.3
O -2.6640 3.2003 2.3996 0.0 -0.7 0.8
H -2.6860 3.7803 1.6436 -0.3 -0.1 -0.7
H -3.0080 2.3163 2.1656 0.1 0.9 -0.3
O -1.1040 2.7753 -4.2604 0.5 0.7 0.0
H -1.6830 2.3873 -3.6044 -0.3 -0.1 0.2
H -0.2790 3.0373 -3.8014 -0.4 -0.1 -0.3
O 3.5370 -1.1647 -2.7064 -0.4 1.1 -0.2
H 4.2580 -1.4177 -2.1354 0.7 0.2 -0.1
H 3.5750 -0.1637 -2.8234 0.1 -1.5 0.0
O -0.0180 3.9613 1.4136 -0.4 0.3 -0.2
H 0.7130 3.3613 1.4396 1.2 -0.2 -0.3
H -0.6410 3.4923 1.9706 -0.7 0.1 0.3
O 0.2650 -4.0997 1.0166 0.3 -0.8 -0.7
H 0.6140 -3.2967 1.4006 0.4 0.6 0.3
H 0.9930 -4.7437 1.0266 -0.3 0.4 0.1
O -2.0680 -4.2157 3.6206 -1.2 -2.9 0.2
H -2.0990 -4.8087 2.8496 -0.4 0.1 0.6
H -1.6470 -3.4917 3.2346 1.0 2.2 -0.5
O 4.5120 2.9793 -2.3034 0.5 1.0 1.1
H 4.3390 2.4253 -3.0434 -0.7 -0.8 -1.5
H 5.1280 2.4393 -1.8104 0.3 0.0 0.5
O -2.8490 2.9223 -1.0824 1.3 1.5 0.7
H -1.9290 3.2853 -1.0704 -1.1 -0.4 0.0
H -2.7940 2.0703 -1.4954 -0.2 -0.8 -0.5
O 1.5420 3.5443 -3.0554 -0.6 0.9 -0.6
H 1.9240 2.7233 -2.7754 0.3 -0.9 0.2
H 2.1070 4.1893 -2.6334 0.1 0.4 0.1
O -0.8030 3.2473 4.7436 0.7 -0.8 0.3
H -1.2680 2.7483 4.0556 -0.2 0.3 0.1
H -0.4630 2.5243 5.3106 -0.4 0.6 -0.3
O 0.8160 -4.0837 3.9466 -0.1 -0.2 -1.4
H 1.2780 -3.3927 3.4316 0.1 -0.3 0.7
H 0.2060 -4.4237 3.2516 0.3 0.1 1.2
O -3.1130 1.3033 5.6906 -0.6 0.0 1.6
H -3.0390 0.5003 6.2326 0.1 0.4 -0.5
H -2.7600 1.0953 4.8386 0.4 -0.4 -0.7
O 2.9370 3.5653 0.3126 -0.5 1.0 0.8
H 3.2950 2.9933 -0.3484 0.5 -0.6 -0.9
H 3.0940 4.4633 -0.0124 -0.1 -0.3 0.1
O 0.0020 -1.1167 5.6546 -0.3 -0.5 1.6
H 0.5320 -0.6517 5.0216 -0.3 0.2 -0.7
H -0.7600 -1.5127 5.2316 0.1 0.0 -0.4
O -2.4240 -3.7837 0.7346 1.6 2.0 2.1
H -1.4550 -3.5167 0.8436 -1.6 -0.7 0.1
H -2.3990 -4.2617 -0.0444 -0.1 -1.8 -2.4
O 2.3810 -2.1377 2.5896 0.1 -0.6 0.1
H 2.3220 -1.3427 3.1146 -0.3 0.5 0.3
H 2.6630 -1.8677 1.7156 0.1 0.0 -0.8
O -3.2150 0.7523 -2.8294 -0.9 0.3 -0.4
H -2.5030 0.1463 -2.7124 1.0 -0.6 0.4
H -3.6550 0.3493 -3.5854 -0.3 0.4 -0.1
O 0.3080 -2.5147 -1.6904 -0.5 0.0 -0.4
H 0.4860 -2.2647 -2.6164 0.2 -0.5 0.5
H 0.1490 -3.4717 -1.6264 0.3 0.3 -0.2
O -2.4530 -1.9517 -2.2524 -0.6 -0.2 -0.4
H -1.5340 -2.1077 -2.0444 0.9 0.0 0.6
H -2.9020 -2.7637 -2.0064 -0.3 -0.1 0.0
O -1.7480 0.7873 -6.0604 0.1 -0.5 -0.1
H -1.3260 1.5183 -5.6004 0.0 0.8 0.2
H -1.5790 0.0493 -5.4484 -0.3 0.1 -0.5
O -3.2250 -1.1847 0.4346 0.0 0.7 0.3
H -2.9820 -2.0917 0.5526 -0.1 -1.5 1.1
H -2.9450 -1.1597 -0.4734 -0.1 1.1 -1.0
O 1.6030 0.2163 3.9846 0.0 -0.3 -0.6
H 2.3520 0.2853 4.5536 0.9 -0.1 1.0
H 1.6390 1.0463 3.5286 -0.3 1.0 -0.6
O 3.8410 0.8553 0.6046 -1.7 -1.0 0.3
H 3.7790 0.1113 1.2366 0.6 0.5 -0.4
H 2.8780 0.8643 0.3266 1.9 0.3 0.3
O 2.6100 -1.9747 -0.2314 -0.5 -0.8 3.0
H 1.7740 -2.2817 -0.5594 -0.8 -0.2 -0.2
H 3.0390 -1.6787 -0.9864 1.1 1.2 -2.3
```
Positions in Å, forces in eV/Å.

Output
Highest occupied orbital energy in hartree: -0.292
Net charge: -1



(2)
Molecular formula: C17H14N4OPtSe
Method: DFT, ωB97M-V/def2-TZVPD

```
38
Properties=species:S:1:pos:R:3:forces:R:3
Pt 0.7139 -0.2552 -0.1808 0.3 0.2 -0.5
O 3.7544 0.5208 2.3830 0.0 0.0 0.0
C 2.9143 0.0764 1.6102 0.0 -0.1 0.0
N 1.7277 0.5875 1.2954 0.1 0.1 0.0
C 1.2580 1.8588 1.7783 0.0 0.0 -0.1
C 0.0962 2.3087 0.9208 0.0 0.0 0.0
C -0.5384 3.5173 1.1541 0.0 0.0 0.0
C -1.5532 3.9341 0.3118 0.0 0.0 0.0
C -1.8999 3.1397 -0.7691 0.0 0.0 0.0
C -1.2472 1.9378 -0.9450 -0.1 0.0 0.0
N -0.2926 1.5162 -0.1067 -0.1 -0.1 0.4
C 3.1528 -1.2272 0.8576 0.0 0.0 0.0
C 4.2861 -1.9720 1.0974 0.0 0.0 0.0
C 4.4833 -3.1457 0.3846 0.0 0.0 0.0
C 3.5383 -3.5310 -0.5500 0.0 0.0 0.0
C 2.4168 -2.7408 -0.7404 0.0 -0.1 0.0
N 2.2294 -1.6155 -0.0539 -0.1 0.0 0.5
H 2.0447 2.6201 1.7356 0.0 0.0 0.0
H 0.9349 1.8035 2.8239 0.0 0.0 0.0
H -0.2217 4.1248 1.9912 0.0 0.0 0.0
H -2.0590 4.8739 0.4892 0.0 0.0 0.0
H -2.6725 3.4321 -1.4649 0.0 0.0 0.0
H -1.4742 1.2752 -1.7672 0.0 0.0 0.0
H 4.9854 -1.6025 1.8342 0.0 0.0 0.0
H 5.3631 -3.7515 0.5571 0.0 0.0 0.0
H 3.6516 -4.4367 -1.1281 0.0 0.0 0.0
H 1.6384 -3.0068 -1.4427 0.0 0.0 0.0
Se -0.5128 -1.3483 -1.9847 -0.1 0.0 -0.2
C -2.3179 -1.1084 -1.4137 0.0 -0.1 0.1
C -3.3260 -0.8796 -2.3456 0.0 0.0 0.0
C -4.6224 -0.6693 -1.9000 0.0 0.0 0.0
N -4.9786 -0.6614 -0.6171 0.0 0.0 0.0
C -4.0101 -0.8944 0.2681 0.0 0.0 0.0
C -2.6870 -1.1290 -0.0707 0.0 0.0 0.0
H -3.1014 -0.8515 -3.4041 0.0 0.0 0.0
H -5.4163 -0.4854 -2.6166 0.0 0.0 0.0
H -4.3096 -0.8977 1.3112 0.0 0.0 0.0
H -1.9488 -1.3167 0.6980 0.0 0.0 0.0
```
Positions in Å, forces in eV/Å.

Output
Highest occupied orbital energy in hartree: -0.271



(3)
Molecular formula: C28H26F2O4
Method: DFT, ωB97M-V/def2-TZVPD

```
60
Properties=species:S:1:pos:R:3:forces:R:3
F 4.1682 -4.1714 -2.2418 -0.3 0.9 0.4
C 3.7393 -2.9393 -1.8102 -0.2 -0.7 -0.1
C 4.6082 -1.8571 -1.9292 -0.6 0.4 0.3
C 4.1242 -0.6019 -1.5299 0.1 -0.2 -0.1
C 2.8260 -0.4533 -1.0563 -0.7 0.1 0.2
C 1.9462 -1.5577 -0.9196 1.1 -0.4 -0.4
C 0.6003 -1.3956 -0.4511 -0.2 -0.2 0.2
C -0.2682 -2.4820 -0.3433 -0.5 -0.6 0.0
C -1.5929 -2.4286 0.0656 1.0 0.9 -0.1
C -2.4722 -3.5583 0.0799 -0.8 -1.4 0.0
C -2.0405 -4.8316 -0.3930 -0.5 0.3 0.2
C -2.9371 -5.8899 -0.4093 0.4 -0.5 -0.3
F -2.4992 -7.1031 -0.8877 -0.4 1.1 0.4
C -4.2559 -5.7823 0.0281 0.3 0.7 0.1
C -4.6748 -4.5324 0.5204 0.0 -0.4 -0.1
C -3.8106 -3.4431 0.5487 0.6 0.2 -0.2
C 2.4552 -2.8366 -1.2952 0.3 0.3 -0.1
H 5.6150 -1.9889 -2.3167 -0.2 0.0 0.1
H 4.7672 0.2774 -1.5931 -0.2 -0.3 0.0
H 2.4514 0.5290 -0.7620 0.2 -0.2 -0.1
H 0.2253 -0.4004 -0.2107 0.2 0.1 0.1
H 0.1208 -3.4601 -0.6184 -0.1 0.3 0.1
H -1.9812 -1.4571 0.3801 0.0 -0.1 -0.1
H -1.0258 -4.9774 -0.7539 -0.3 -0.2 0.0
H -4.9214 -6.6433 -0.0132 0.2 0.2 0.0
H -5.6989 -4.4226 0.8798 0.3 0.0 -0.1
H -4.1412 -2.4733 0.9284 0.0 -0.3 -0.1
H 1.8537 -3.7368 -1.2010 0.3 0.1 -0.2
C -3.2654 4.4878 -0.3243 -0.1 0.3 -0.3
C -2.9161 3.1360 0.2246 0.5 -0.1 -0.1
O -1.4577 3.0787 0.2673 -1.0 -0.6 0.2
C -0.9580 1.8303 0.3183 0.6 -0.3 -0.2
C 0.5073 1.7562 0.5270 0.0 1.7 -1.8
C 1.3675 2.6630 -0.2526 -0.2 -0.8 1.5
O 2.5840 2.8072 -0.0906 -0.4 -0.2 -0.4
O 0.7189 3.3657 -1.2044 0.5 0.5 -0.6
C 1.5678 4.2465 -1.9871 -0.3 -0.3 0.3
C 0.6658 5.3100 -2.5489 -0.2 0.3 -0.1
C 0.9809 1.1740 1.7362 0.3 -0.8 1.1
C 2.3692 0.9874 2.0002 -0.3 -0.2 0.0
C 2.8113 0.4646 3.2086 -0.5 0.1 0.0
C 1.8912 0.1616 4.2221 0.1 0.0 0.0
C 0.5193 0.3149 3.9819 0.2 0.0 -0.2
C 0.0595 0.7650 2.7484 0.6 -0.1 -0.3
O -1.6900 0.8436 0.2127 0.1 0.2 0.3
H -4.3377 4.6781 -0.2394 0.0 0.0 0.1
H -2.7250 5.2790 0.2013 -0.1 -0.1 0.0
H -3.0101 4.5322 -1.3879 0.1 0.1 0.2
H -3.2977 2.9894 1.2460 0.1 -0.1 -0.3
H -3.2784 2.3354 -0.4292 0.0 0.1 0.3
H 2.3369 4.6998 -1.3513 -0.1 -0.3 -0.2
H 2.0500 3.6445 -2.7703 0.0 0.2 0.2
H 1.2320 5.9386 -3.2420 -0.1 0.0 0.0
H -0.1972 4.8821 -3.0719 0.2 0.1 0.1
H 0.3050 5.9535 -1.7359 0.0 -0.2 -0.2
H 3.0744 1.2796 1.2276 -0.1 -0.1 0.4
H 3.8833 0.3126 3.3498 -0.3 0.1 0.1
H 2.2453 -0.1956 5.1892 -0.1 0.1 -0.2
H -0.2096 0.0825 4.7591 0.2 0.0 -0.1
H -1.0080 0.8132 2.5201 0.3 0.1 0.4
```
Positions in Å, forces in eV/Å.

Output
Highest occupied orbital energy in hartree: -0.220



(4)
Molecular formula: C22H46N2O2SSi4TeW
Method: DFT, ωB97M-V/def2-TZVPD

```
79
Properties=species:S:1:pos:R:3:forces:R:3
W -2.6231 0.9983 -0.3528 -0.3 1.0 0.4
C -2.4390 0.3105 4.0091 0.0 0.0 0.0
C -2.7937 0.0014 2.5975 -0.4 -0.3 -0.1
O -2.4461 0.8294 1.7192 0.5 -0.1 0.1
C -3.5330 -1.1920 2.2462 0.2 0.2 0.0
C -3.8681 -2.1437 3.2259 0.0 -0.1 0.0
C -4.5701 -3.2777 2.8919 0.0 0.0 0.0
C -4.9597 -3.4780 1.5674 0.0 0.0 0.0
C -4.6541 -2.5583 0.5816 0.0 0.0 0.1
C -3.9404 -1.4166 0.9175 -0.1 0.0 0.0
O -3.6750 -0.5464 -0.0854 -0.1 -0.2 -0.4
H -1.9301 1.2677 4.0594 0.0 0.0 0.0
H -1.7972 -0.4765 4.4106 0.0 0.0 0.0
H -3.3414 0.3380 4.6222 0.0 0.0 0.0
H -3.5704 -1.9823 4.2526 0.0 0.0 0.0
H -4.8263 -4.0055 3.6482 0.0 0.0 0.0
H -5.5196 -4.3663 1.3055 0.0 0.0 0.0
H -4.9658 -2.7026 -0.4432 0.0 0.0 0.0
C -0.3798 3.1845 -3.6802 -0.1 0.0 0.0
N -1.0647 2.7583 -2.4548 0.0 0.0 0.0
C -0.6303 3.4403 -1.2425 0.0 0.0 0.0
C -1.9818 1.8008 -2.3820 -0.3 -0.5 -0.1
S -3.7957 2.7549 -0.3061 0.0 0.0 0.0
N -2.6175 1.3616 -3.4701 0.0 0.0 0.1
C -3.4003 0.1292 -3.3662 0.0 0.0 0.0
C -3.0695 2.2149 -4.5815 0.1 0.0 0.0
H 0.6788 3.2890 -3.4458 0.0 0.0 0.0
H -0.7482 4.1444 -4.0422 0.0 0.0 0.0
H -0.4902 2.4297 -4.4516 0.0 0.0 0.0
H 0.4287 3.6785 -1.3234 0.0 0.0 0.0
H -0.7600 2.7974 -0.3646 0.0 0.0 0.0
H -1.1972 4.3576 -1.0799 0.0 0.0 0.0
H -2.8519 -0.6286 -2.8073 0.0 0.0 0.0
H -3.5688 -0.2623 -4.3676 0.0 0.0 0.0
H -4.3731 0.3168 -2.9018 0.0 0.0 0.0
H -2.7139 3.2312 -4.4789 0.0 0.0 0.1
H -4.1603 2.2364 -4.5604 0.0 0.0 0.0
H -2.7432 1.8060 -5.5368 0.0 0.0 0.0
C 5.1063 -0.6468 -1.0593 0.0 0.0 0.0
Si 3.3534 -0.8278 -1.6799 0.0 0.0 0.1
C 2.9910 -2.5532 -2.2931 0.0 0.0 0.0
C 2.9376 0.4608 -2.9764 0.0 0.0 0.0
Si 2.0016 -0.3581 0.2291 -0.2 0.1 -0.2
Te -0.2881 -0.4397 -0.8785 0.5 -0.1 0.1
Si 1.6242 -2.2731 1.6136 0.0 -0.1 0.1
C 0.8469 -3.6990 0.6932 0.0 0.0 0.0
C 3.3500 -2.6928 2.1971 0.0 0.0 0.0
C 0.5262 -1.7170 3.0285 0.0 0.0 -0.1
Si 2.4922 1.6391 1.3974 0.0 0.0 0.0
C 3.1040 2.8951 0.1507 0.0 -0.1 0.0
C 3.8593 1.1793 2.5879 0.0 0.0 0.0
C 0.9691 2.2336 2.3078 0.0 0.0 0.0
H 5.8163 -0.8580 -1.8626 0.0 0.0 0.0
H 5.3177 -1.3413 -0.2438 0.0 0.0 0.0
H 5.3066 0.3651 -0.7015 0.0 0.0 0.0
H 3.4825 -2.7127 -3.2559 0.0 0.0 0.0
H 1.9231 -2.7313 -2.4355 0.0 0.0 0.0
H 3.3723 -3.3064 -1.6012 0.0 0.0 0.0
H 3.5492 0.3007 -3.8678 0.0 0.0 0.0
H 3.1336 1.4722 -2.6144 0.0 0.0 0.0
H 1.8889 0.3952 -3.2787 0.0 0.0 0.0
H 1.4541 -4.0105 -0.1576 0.0 0.0 0.0
H -0.1580 -3.4776 0.3297 0.0 0.0 0.0
H 0.7709 -4.5528 1.3721 0.0 0.0 0.0
H 3.9638 -3.0714 1.3774 0.0 0.0 0.0
H 3.2988 -3.4762 2.9582 0.0 0.0 0.0
H 3.8612 -1.8363 2.6388 0.0 0.0 0.0
H -0.4265 -1.3333 2.6530 0.1 0.0 0.0
H 1.0081 -0.9398 3.6253 0.0 0.0 0.0
H 0.3114 -2.5634 3.6857 0.0 0.0 0.0
H 4.0511 2.5765 -0.2892 0.0 0.0 0.0
H 3.2754 3.8588 0.6356 0.0 0.0 0.0
H 2.3959 3.0481 -0.6650 0.0 0.0 0.0
H 4.6640 0.6262 2.0989 0.0 0.0 0.0
H 3.4889 0.5741 3.4176 0.0 0.0 0.0
H 4.3000 2.0863 3.0090 0.0 0.0 0.0
H 0.1001 2.3259 1.6535 0.0 0.0 0.0
H 1.1547 3.2083 2.7654 0.0 0.0 0.0
H 0.7145 1.5326 3.1055 0.0 0.0 0.0
```
Positions in Å, forces in eV/Å.

Output
Spin multiplicity: 3
Highest occupied orbital energy (spin up / spin down) in hartree: -0.504 / -0.505
Net charge: +2
Expectation value of S²: 2.02